1 | Computed, not measured: 3 unconnected molecules or ions with the total composition C5H17NO2, with ωB97M-V/def2-TZVPD.

```
! wB97M-V def2-TZVPD RIJCOSX def2/J DEFGRID3
* xyz 0 1
C 1.39 -2.33 -0.87
C 0.38 -1.44 -0.13
N 0.32 0.01 -0.53
C 0.04 0.99 0.58
C 1.37 1.56 1.18
C -0.89 2.04 -0.05
H 1.12 -2.47 -1.92
H 2.33 -1.76 -0.81
H 1.52 -3.30 -0.44
H 0.58 -1.61 0.95
H -0.64 -1.82 -0.13
H 1.11 0.26 -1.13
H -0.61 0.24 1.20
H 1.39 2.65 0.95
H 2.19 0.95 0.75
H 1.37 1.29 2.23
H -1.73 2.45 0.59
H -1.11 1.63 -1.07
H -0.44 3.02 -0.35
O -1.15 -0.90 -3.05
H -0.21 -0.79 -2.94
H -1.29 -0.15 -2.48
O -2.49 0.06 2.36
H -2.32 -0.75 1.86
H -2.23 0.18 3.27
*
```

Properties
- LUMO (eV) = 0.69
- HOMO (hartree) = -0.32142
- SMILES = CCNC(C)C.O.O

Atomic partial charges in e from the Mulliken method, atoms 1 to 2: -1.193 -0.526

2 | Computed, not measured: 3 unconnected molecules or ions with the total composition C5H17NO2, with ωB97M-V/def2-TZVPD.

```
! wB97M-V def2-TZVPD RIJCOSX def2/J DEFGRID3
* xyz 0 1
C -0.90 -1.76 -1.09
C -0.13 -1.56 0.20
N -0.21 -0.18 0.71
C 1.03 0.44 1.18
C 2.21 0.39 0.24
C 0.68 1.88 1.56
H -1.89 -2.17 -0.94
H -1.05 -0.82 -1.64
H -0.38 -2.37 -1.81
H 0.90 -1.88 0.06
H -0.54 -2.23 0.97
H -0.76 0.38 0.07
H 1.22 -0.09 2.11
H 2.16 1.17 -0.53
H 2.29 -0.53 -0.34
H 3.15 0.49 0.79
H 1.54 2.41 1.95
H -0.11 1.90 2.32
H 0.31 2.45 0.71
O 0.22 1.64 -4.50
H 0.92 1.37 -5.11
H 0.60 2.36 -4.00
O -2.64 -1.16 2.33
H -1.81 -0.90 1.87
H -2.55 -0.81 3.22
*
```

Properties
- LUMO (eV) = 0.61
- HOMO (hartree) = -0.32720
- SMILES = CCNC(C)C.O.O

Atomic partial charges in e from the Mulliken method, atoms 1 to 2: -1.148 -0.371

3 | Computed, not measured: 3 unconnected molecules or ions with the total composition C5H17NO2, with ωB97M-V/def2-TZVPD.

```
! wB97M-V def2-TZVPD RIJCOSX def2/J DEFGRID3
* xyz 0 1
C 1.19 2.07 -1.93
N 0.14 1.52 -1.10
C -0.34 0.18 -1.33
C -0.85 -0.46 -0.05
C -1.14 -1.94 -0.27
C -2.02 0.31 0.54
H 2.02 1.35 -1.95
H 0.89 2.18 -2.98
H 1.61 2.96 -1.48
H -0.56 2.18 -0.82
H -1.11 0.14 -2.11
H 0.49 -0.40 -1.70
H -0.04 -0.42 0.67
H -2.11 -2.05 -0.76
H -0.34 -2.41 -0.84
H -1.28 -2.45 0.69
H -1.79 1.23 1.10
H -2.77 0.47 -0.23
H -2.41 -0.21 1.42
O 0.33 -1.47 3.40
H 1.23 -1.14 3.33
H 0.25 -2.29 2.91
O 3.18 0.02 1.11
H 2.57 0.34 0.44
H 2.85 0.29 1.97
*
```

Properties
- LUMO (eV) = 0.63
- HOMO (hartree) = -0.31287
- SMILES = CNCC(C)C.O.O

Atomic partial charges in e from the Mulliken method, atoms 1 to 2: -0.971 -0.168

4 | Computed, not measured: 3 unconnected molecules or ions with the total composition C5H17NO2, with ωB97M-V/def2-TZVPD.

```
! wB97M-V def2-TZVPD RIJCOSX def2/J DEFGRID3
* xyz 0 1
C 2.59 -0.57 -0.57
C 1.21 -0.05 -0.94
C 0.37 -0.23 0.40
C 0.61 0.97 1.30
N -0.97 -0.42 -0.04
C -1.88 -0.76 1.03
H 3.34 0.25 -0.40
H 3.11 -1.23 -1.40
H 2.52 -1.09 0.38
H 1.20 1.01 -1.35
H 0.67 -0.69 -1.62
H 0.71 -1.17 0.72
H 0.03 0.97 2.17
H 1.67 0.91 1.56
H 0.33 1.97 0.82
H -1.43 0.45 -0.38
H -1.66 -0.48 2.04
H -2.18 -1.76 0.95
H -2.78 -0.14 0.90
O -0.52 -2.66 -1.94
H -0.75 -2.12 -2.74
H -0.52 -2.04 -1.17
O -1.78 2.68 -0.24
H -1.48 2.78 0.62
H -2.43 3.43 -0.10
*
```

Properties
- LUMO (eV) = 0.42
- HOMO (hartree) = -0.33355
- SMILES = CC[C@@H](C)NC.O.O

Atomic partial charges in e from the Mulliken method, atoms 1 to 2: -1.098 -0.262

Result of the stability comparison: 2 is the most stable of them.